DFT (ωB97M-V/def2-TZVPD) results for a structure of composition C45H53AsBN6PbS4.

Calculated values
- Total charge: +3
- Energy: -166547.402 eV
- Kohn-Sham gap (spin up / spin down): 5.08 / 5.16 eV
- Molar mass: 1099.16 g/mol

CARTESIAN COORDINATES (ANGSTROEM)
1 Pb 0.9791 1.5018 1.9215
2 C -0.4820 5.5454 -1.8229
3 C -0.5820 4.0825 -2.0583
4 C -1.1945 3.5445 -3.1545
5 C -1.2742 2.1418 -3.3923
6 N -0.7225 1.3975 -2.4688
7 N -0.1633 1.8989 -1.3486
8 B -0.1445 0.4065 -1.4548
9 N -1.1586 -0.4773 -0.7522
10 N -1.2869 -1.5692 -1.5251
11 C -2.2016 -2.4549 -1.2484
12 C -3.0807 -2.2434 -0.1551
13 C -2.9275 -1.1611 0.6645
14 C -3.8032 -0.9638 1.8598
15 C -1.8803 -0.2425 0.3529
16 S -1.6304 1.1225 1.3797
17 C -2.3029 -3.6881 -2.1179
18 C -2.1738 -4.9247 -1.2082
19 C -1.1958 -3.7202 -3.1722
20 C -3.6779 -3.6971 -2.8051
21 N 1.1725 -0.2772 -1.8057
22 N 1.5038 -0.2005 -3.1032
23 C 2.5600 -0.8420 -3.5284
24 C 3.3420 -1.6175 -2.6333
25 C 3.0394 -1.6697 -1.3036
26 C 3.8504 -2.4481 -0.3225
27 C 1.8984 -0.9286 -0.8803
28 S 1.4301 -0.9323 0.7777
29 C 2.9430 -0.7626 -4.9906
30 C 2.8769 -2.1834 -5.5789
31 C 4.3766 -0.2079 -5.0850
32 C 2.0071 0.1529 -5.7724
33 C -0.0142 3.1832 -1.0704
34 S 0.7889 3.7260 0.3099
35 C -1.9528 1.5605 -4.6008
36 C -3.4132 2.0496 -4.6154
37 C -1.9229 0.0329 -4.5598
38 C -1.2366 2.0811 -5.8594
39 H -0.9513 6.1158 -2.6198
40 H 0.5684 5.8358 -1.7418
41 H -0.9474 5.8049 -0.8692
42 H -1.6381 4.2120 -3.8810
43 H -3.8749 -2.9519 0.0389
44 H -4.6815 -1.6021 1.7946
45 H -4.1180 0.0731 1.9606
46 H -3.2555 -1.2292 2.7673
47 H -1.2276 -4.9114 -0.6637
48 H -2.2029 -5.8255 -1.8201
49 H -2.9931 -4.9891 -0.4912
50 H -0.2107 -3.6455 -2.7083
51 H -1.3047 -2.9048 -3.8880
52 H -1.2499 -4.6623 -3.7158
53 H -4.4953 -3.7284 -2.0829
54 H -3.7579 -4.5878 -3.4280
55 H -3.8113 -2.8228 -3.4452
56 H 4.1989 -2.1627 -3.0045
57 H 4.7111 -2.9005 -0.8092
58 H 3.2510 -3.2376 0.1345
59 H 4.1907 -1.8028 0.4873
60 H 3.5543 -2.8705 -5.0707
61 H 3.1629 -2.1526 -6.6298
62 H 1.8640 -2.5850 -5.5097
63 H 5.1057 -0.8547 -4.5963
64 H 4.4348 0.7853 -4.6354
65 H 4.6656 -0.1215 -6.1317
66 H 0.9879 -0.2345 -5.7772
67 H 2.3501 0.2143 -6.8044
68 H 2.0092 1.1598 -5.3511
69 H -3.9399 1.7818 -3.6974
70 H -3.9234 1.5742 -5.4522
71 H -3.4838 3.1282 -4.7582
72 H -2.4986 -0.3441 -3.7127
73 H -0.9025 -0.3443 -4.4778
74 H -2.3670 -0.3599 -5.4734
75 H -1.3006 3.1669 -5.9415
76 H -1.7245 1.6538 -6.7348
77 H -0.1880 1.7888 -5.8730
78 S 1.7633 3.7343 3.6134
79 C 2.5641 3.0762 4.9737
80 C 3.6763 3.7558 5.5155
81 C 4.3444 3.2307 6.5962
82 C 3.9326 2.0188 7.1587
83 C 2.8560 1.3188 6.6268
84 C 2.1481 1.8478 5.5580
85 As 0.6666 0.8869 4.8042
86 C -1.0194 1.6575 5.3061
87 C -2.1640 0.8927 5.0834
88 C -3.3985 1.4179 5.4230
89 C -3.4831 2.6999 5.9540
90 C -2.3388 3.4618 6.1553
91 C -1.0966 2.9473 5.8227
92 C 0.8378 -0.9007 5.5029
93 C -0.0092 -1.4141 6.4808
94 C 0.2592 -2.6681 7.0093
95 C 1.3494 -3.4012 6.5599
96 C 2.1840 -2.8897 5.5723
97 C 1.9268 -1.6399 5.0382
98 H 3.9896 4.6882 5.0653
99 H 5.1939 3.7542 7.0137
100 H 4.4441 1.6257 8.0273
101 H 2.5448 0.3819 7.0700
102 H -2.0762 -0.1032 4.6645
103 H -4.2989 0.8347 5.2830
104 H -4.4530 3.1029 6.2134
105 H -2.4171 4.4555 6.5752
106 H -0.1982 3.5303 5.9820
107 H -0.8534 -0.8399 6.8411
108 H -0.3799 -3.0729 7.7824
109 H 1.5523 -4.3774 6.9795
110 H 3.0333 -3.4624 5.2249
111 H 2.5675 -1.2293 4.2640

Force components x, y, z for each atom (eV/Å):
-0.13 -0.23 -0.13
0.05 0.10 0.04
-0.05 -0.14 -0.02
0.09 0.13 0.14
0.02 -0.01 0.03
-0.26 0.33 -0.30
-0.01 0.51 0.07
0.22 -0.66 0.19
-0.29 -0.05 0.26
0.16 -0.09 -0.29
-0.10 0.05 0.05
0.10 0.21 0.04
-0.06 -0.22 -0.13
0.01 0.03 0.05
0.13 0.02 0.01
-0.03 0.23 0.05
0.01 -0.19 -0.04
0.00 0.12 -0.04
-0.06 0.08 0.08
0.04 0.00 0.03
0.32 -0.23 0.20
-0.21 0.17 -0.29
0.07 -0.09 0.09
-0.11 0.05 0.19
-0.03 0.08 -0.16
0.01 -0.04 0.04
-0.08 0.05 -0.13
0.09 -0.02 0.14
0.08 0.00 -0.15
0.00 0.08 0.07
-0.09 -0.03 0.06
0.01 -0.03 0.09
-0.07 -0.24 -0.21
0.16 0.01 0.19
-0.07 -0.14 -0.13
0.04 0.02 0.07
0.07 0.09 0.09
0.01 0.01 0.06
0.00 -0.02 -0.01
-0.02 0.03 -0.03
-0.02 0.00 -0.02
0.00 -0.04 -0.02
0.03 -0.04 0.01
0.00 0.00 0.00
-0.04 0.00 -0.01
0.00 0.03 -0.01
-0.01 -0.04 0.01
-0.01 -0.01 0.00
0.03 -0.03 0.03
0.02 -0.02 -0.04
0.04 0.02 -0.01
-0.01 0.00 -0.01
-0.01 0.01 -0.02
-0.02 0.01 -0.01
0.00 0.00 0.00
0.01 0.01 -0.04
0.00 0.01 0.01
-0.01 0.00 -0.02
0.05 0.00 -0.01
0.02 -0.02 -0.03
0.00 -0.01 0.00
0.00 -0.01 -0.03
0.02 0.01 0.00
0.04 0.00 -0.01
-0.01 -0.02 -0.01
-0.01 0.03 0.01
0.00 0.00 -0.01
-0.05 0.01 -0.03
-0.01 -0.02 -0.02
-0.02 0.01 0.00
-0.01 -0.01 0.01
-0.02 -0.05 0.01
0.01 -0.03 -0.01
0.00 0.00 0.01
0.01 -0.02 -0.02
0.01 0.02 -0.01
0.00 0.00 -0.01
0.16 0.21 0.35
-0.29 0.01 -0.45
0.10 0.02 0.01
0.06 -0.04 0.10
0.07 0.13 -0.03
-0.27 -0.09 -0.15
-0.04 0.03 0.09
-0.12 -0.27 0.36
0.23 -0.08 -0.13
0.12 -0.01 0.00
-0.04 0.03 0.01
-0.04 -0.04 -0.01
-0.03 0.05 0.00
0.08 -0.08 0.02
0.04 0.17 -0.20
-0.06 0.15 -0.02
-0.01 -0.07 0.03
0.02 0.01 -0.03
0.01 -0.02 0.00
-0.07 0.12 -0.09
-0.01 0.00 -0.01
-0.02 0.01 0.01
0.02 0.00 -0.02
0.05 0.00 0.04
-0.08 0.00 0.02
0.02 -0.02 -0.02
0.02 0.02 0.02
0.01 -0.01 0.00
-0.04 0.04 0.03
0.01 -0.01 0.03
-0.01 0.02 -0.01
-0.01 0.01 0.01
-0.01 -0.01 0.00
0.06 -0.07 0.03


DFT (ωB97M-V/def2-TZVPD) results for an isolated molecule of C3H4N4O2 at a distorted geometry.

Calculated values
- Total charge: 0
- Energy: -13227.886 eV
- Kohn-Sham gap: 9.18 eV
- Molar mass: 128.09 g/mol

CARTESIAN COORDINATES (ANGSTROEM)
1 C 1.5501 1.9104 -0.0184
2 C 0.0578 -0.0391 0.0891
3 C -2.2741 -0.1894 0.1333
4 H 2.1402 2.0957 0.8771
5 H 2.0361 1.9905 -1.0037
6 H 0.6789 2.5155 0.0014
7 H -2.1231 -1.0918 0.7427
8 N 1.2245 0.5223 0.0783
9 N 2.1874 -0.4390 -0.0354
10 N 1.6166 -1.5611 -0.1159
11 N -1.1701 0.5626 0.0121
12 O 0.2197 -1.3668 0.0040
13 O -3.4377 0.2174 -0.1809

Force components x, y, z for each atom (eV/Å):
1.17 -0.35 -0.22
-7.03 0.23 -0.67
-4.33 1.06 0.29
0.47 0.64 -0.49
0.28 0.62 0.72
-0.96 0.20 0.02
-0.42 -0.49 -0.33
1.31 -0.31 0.16
-1.21 -1.34 -0.41
0.76 1.05 0.55
4.67 0.08 -0.27
1.33 0.17 -0.11
3.98 -1.57 0.75